80
Properties=species:S:1:pos:R:3 method="wB97M-V/def2-TZVPD" lumo_ev=-7.103 multiplicity=1 gap_ev=7.2897 total_charge=+2 e_homo_ha=-0.52891 energy_ha=-3897.44561
Zn -0.739 -0.757 1.441
C -1.444 -4.061 -1.494
C -1.727 -4.483 -0.085
C -1.692 -5.840 0.206
C -1.861 -6.310 1.493
C -2.015 -5.414 2.537
C -2.019 -4.053 2.300
C -2.144 -3.096 3.442
C -1.923 -3.579 0.978
N -2.003 -2.194 0.764
C -2.874 -1.686 -0.049
C -3.976 -2.457 -0.672
C -2.794 -0.234 -0.313
C -3.855 0.451 -1.088
N -1.748 0.366 0.131
C -1.491 1.736 -0.132
C -2.044 2.727 0.684
C -2.997 2.388 1.794
C -1.711 4.051 0.429
C -0.876 4.385 -0.622
C -0.354 3.392 -1.431
C -0.636 2.054 -1.194
C -0.086 0.993 -2.101
H -0.447 -4.401 -1.773
H -1.498 -2.987 -1.638
H -2.141 -4.544 -2.178
H -1.530 -6.533 -0.604
H -1.856 -7.369 1.687
H -2.146 -5.776 3.545
H -2.317 -3.640 4.367
H -2.969 -2.400 3.302
H -1.204 -2.546 3.552
H -3.971 -3.485 -0.328
H -3.905 -2.459 -1.758
H -4.929 -2.001 -0.414
H -3.970 0.023 -2.083
H -3.631 1.510 -1.183
H -4.813 0.340 -0.584
H -2.892 1.356 2.129
H -4.027 2.521 1.463
H -2.841 3.058 2.635
H -2.119 4.827 1.058
H -0.651 5.419 -0.828
H 0.277 3.649 -2.270
H 0.834 1.339 -2.564
H -0.798 0.781 -2.898
H 0.108 0.058 -1.575
C 3.624 5.281 -1.912
C 4.681 4.365 -2.482
S 5.034 3.052 -1.278
O 4.679 3.488 0.050
O 6.322 2.477 -1.479
C 3.805 1.691 -1.590
C 4.159 0.706 -0.486
N 3.049 -0.143 -0.100
C 2.033 0.215 0.695
N 1.145 -0.783 0.803
C 1.609 -1.812 0.045
C 2.790 -1.424 -0.530
N 3.602 -2.236 -1.394
O 4.719 -1.866 -1.639
O 3.057 -3.235 -1.793
C 1.913 1.519 1.384
H 3.402 6.088 -2.605
H 3.979 5.707 -0.978
H 2.705 4.736 -1.705
H 5.629 4.875 -2.636
H 4.381 3.875 -3.405
H 3.931 1.283 -2.588
H 2.816 2.124 -1.468
H 4.485 1.277 0.389
H 4.993 0.084 -0.813
H 1.100 -2.755 -0.037
H 2.612 2.243 0.973
H 2.154 1.412 2.442
H 0.899 1.907 1.292
N -0.731 0.066 3.418
H -1.514 -0.209 4.012
H -0.732 1.087 3.413
H 0.108 -0.212 3.928

14
Properties=species:S:1:pos:R:3 method="wB97M-V/def2-TZVPD" smiles=NC[C@@H]1C[C@H]1F lumo_ev=1.099 relative_energy_kj_mol=130.3 multiplicity=1 gap_ev=10.5340 total_charge=0 e_homo_ha=-0.34672 energy_ha=-311.76975
N -1.651 0.302 -0.591
C -1.055 -0.720 0.263
C 0.376 -0.481 0.496
C 0.849 0.955 0.577
C 1.388 0.048 -0.468
F 2.725 -0.418 -0.404
H -0.946 0.550 -1.278
H -2.482 0.008 -1.122
H -1.605 -0.631 1.242
H -1.215 -1.747 -0.062
H 0.876 -1.112 1.167
H 1.485 1.289 1.500
H 0.094 1.730 0.204
H 1.161 0.227 -1.523

69
Properties=species:S:1:pos:R:3 method="wB97M-V/def2-TZVPD" lumo_ev="-11.648 / -11.666" multiplicity=1 gap_ev="3.7766 / 3.7584" total_charge=+3 e_homo_ha="-0.56684 / -0.56683" energy_ha=-2070.77846
Pb 1.341 -0.344 -0.923
C -5.518 -2.073 2.131
C -4.243 -1.438 1.746
C -4.086 -0.035 1.770
C -2.916 0.522 1.376
C -1.775 -0.246 0.930
N -0.703 0.422 0.490
C -0.469 1.649 1.035
C -0.571 1.816 2.448
C -0.330 3.012 3.061
C -0.020 4.154 2.301
C 0.243 5.466 2.936
C 0.072 4.013 0.905
C -0.108 2.808 0.265
N -0.112 2.797 -1.141
C -0.614 3.760 -1.965
C -0.324 3.389 -3.249
C 0.373 2.176 -3.126
N 0.498 1.825 -1.853
C -1.951 -1.690 0.900
C -3.166 -2.213 1.287
N -0.936 -2.614 0.608
C -0.924 -3.930 0.993
C 0.139 -4.534 0.389
C 0.752 -3.514 -0.356
N 0.114 -2.363 -0.212
H -5.973 -1.572 2.986
H -6.238 -1.968 1.309
H -5.409 -3.136 2.334
H -4.919 0.596 2.054
H -2.852 1.597 1.283
H -0.766 0.931 3.043
H -0.360 3.081 4.140
H -0.084 5.499 3.972
H 1.318 5.681 2.911
H -0.235 6.274 2.379
H 0.301 4.889 0.310
H -1.158 4.609 -1.586
H -0.577 3.913 -4.155
H 0.790 1.563 -3.907
H -3.323 -3.280 1.235
H -1.632 -4.345 1.688
H 0.442 -5.563 0.483
H 1.628 -3.572 -0.989
C 4.037 -2.057 -2.760
O 2.603 -1.980 -2.728
C 2.043 -1.891 -4.036
C 0.548 -2.035 -3.923
O 0.026 -0.994 -3.085
C -1.400 -0.943 -3.124
H 4.352 -2.972 -3.264
H 4.391 -2.070 -1.731
H 4.463 -1.197 -3.280
H 2.433 -2.696 -4.665
H 2.314 -0.935 -4.497
H 0.302 -3.013 -3.495
H 0.097 -1.965 -4.915
H -1.838 -1.897 -2.818
H -1.742 -0.701 -4.132
H -1.718 -0.153 -2.443
I 4.989 1.919 4.326
C 4.053 0.597 3.022
C 4.152 -0.779 3.014
N 3.377 -1.215 2.003
N 2.783 -0.205 1.343
C 3.192 0.901 1.960
H 4.711 -1.443 3.652
H 3.240 -2.167 1.716
H 2.871 1.876 1.627

71
Properties=species:S:1:pos:R:3 method="wB97M-V/def2-TZVPD" lumo_ev="-9.542 / -9.542" relative_energy_kj_mol=83.0 multiplicity=1 gap_ev="5.9983 / 5.9991" total_charge=+3 e_homo_ha="-0.57108 / -0.57111" energy_ha=-3192.48387
Sc -1.032 0.043 0.304
P 2.962 -0.138 -0.800
P 0.001 2.509 1.093
P -0.373 -2.088 -1.465
H -4.971 -0.077 -1.087
C -4.022 -0.637 -1.166
C -3.994 -1.653 -0.026
H -5.012 -1.745 0.381
C 2.675 0.804 -2.298
C 3.846 0.884 0.369
C 3.934 -1.612 -1.102
C -1.125 3.511 2.166
C 1.533 2.894 2.054
C 0.238 3.641 -0.321
C -1.776 -3.207 -1.870
C 0.842 -3.451 -1.183
C 0.098 -1.619 -3.187
H -3.997 -1.103 -2.152
H -3.661 -2.673 -0.243
H 3.625 0.910 -2.848
H 2.305 1.813 -2.065
H 1.945 0.319 -2.958
H 4.923 0.815 0.168
H 3.654 0.532 1.387
H 3.539 1.931 0.274
H 4.986 -1.323 -1.212
H 3.587 -2.114 -2.012
H 3.831 -2.293 -0.248
H -0.560 4.010 2.966
H -1.868 2.845 2.623
H -1.650 4.262 1.562
H 1.961 3.850 1.718
H 2.284 2.108 1.931
H 1.299 2.979 3.124
H 0.633 4.601 0.030
H -0.713 3.799 -0.836
H 0.946 3.196 -1.028
H -1.517 -3.846 -2.727
H -2.674 -2.629 -2.113
H -1.987 -3.842 -1.000
H 0.928 -4.081 -2.081
H 0.510 -4.087 -0.354
H 1.835 -3.064 -0.927
H -0.220 -2.405 -3.888
H 1.182 -1.477 -3.283
H -0.409 -0.682 -3.457
C -3.112 0.620 0.576
C -2.913 0.408 -0.962
C -2.851 1.726 -1.682
C -3.230 2.887 -1.064
C -3.694 2.932 0.268
C -3.631 1.810 1.079
S -3.126 -0.984 1.446
H 1.805 -0.695 -0.165
H -1.966 -0.177 -1.370
H -2.525 1.730 -2.728
H -3.186 3.829 -1.622
H -4.095 3.870 0.649
H -3.975 1.841 2.115
N 2.814 -4.834 1.662
C 2.329 -3.810 1.963
C 1.747 -2.538 2.310
C 2.456 -1.626 3.098
C 1.854 -0.418 3.427
C 0.603 -0.125 2.893
N 0.060 -0.908 1.933
C 0.492 -2.189 1.822
H 3.451 -1.876 3.457
H 2.334 0.310 4.073
H 0.006 0.726 3.238
H -0.184 -2.920 1.372

12
Properties=species:S:1:pos:R:3 method="wB97M-V/def2-TZVPD" lumo_ev="-0.880 / -0.882" relative_energy_kj_mol=642.8 multiplicity=1 gap_ev="6.5074 / 6.4997" total_charge=0 e_homo_ha="-0.27148 / -0.27127" energy_ha=-269.10140
C -1.699 -0.108 0.040
C -0.425 0.393 0.347
C 0.598 0.102 -0.791
O 0.120 -0.137 -1.952
C 1.940 -0.006 -0.412
C 2.058 -0.246 0.833
H -2.579 0.411 0.402
H -1.818 -1.178 -0.137
H -0.875 -0.040 -1.793
H 0.426 -0.123 1.230
H -0.430 1.474 0.570
H 2.683 -0.542 1.663

44
Properties=species:S:1:pos:R:3 method="wB97M-V/def2-TZVPD" lumo_ev="0.110 / 0.096" s_squared=8.755 relative_energy_kj_mol=57.2 multiplicity=6 gap_ev="6.5875 / 6.6182" total_charge=0 e_homo_ha="-0.23805 / -0.23969" energy_ha=-3005.02913
Mn -0.542 0.773 0.668
N 2.188 0.651 4.182
C 1.520 0.743 3.002
S -0.195 1.013 3.153
N 2.213 0.600 1.917
N 1.600 0.806 0.720
C 2.300 0.455 -0.323
C 1.926 0.590 -1.695
C 2.910 0.348 -2.664
C 2.670 0.508 -4.008
C 1.411 0.925 -4.434
C 0.405 1.124 -3.521
C 0.604 0.948 -2.131
O -0.391 1.083 -1.327
H 1.641 0.585 5.022
H 3.122 0.276 4.166
H 3.278 0.010 -0.121
H 3.896 0.061 -2.322
H 3.459 0.338 -4.724
H 1.227 1.084 -5.488
H -0.569 1.461 -3.845
N -2.926 1.499 0.618
N -3.348 2.835 0.697
C -2.479 3.880 0.575
N -3.059 5.107 0.462
S -0.838 3.733 0.555
H -3.155 1.091 -0.292
H -3.348 0.952 1.371
H -4.337 3.022 0.544
H -4.005 5.248 0.784
H -2.425 5.884 0.561
N -0.244 -5.732 0.431
C -0.312 -4.375 0.536
C 0.579 -3.645 1.334
C 0.456 -2.277 1.416
N -0.477 -1.571 0.763
C -1.294 -2.266 -0.040
C -1.257 -3.634 -0.185
H 0.316 -6.236 1.097
H -1.035 -6.218 0.043
H 1.356 -4.153 1.886
H 1.127 -1.715 2.053
H -2.020 -1.680 -0.592
H -1.950 -4.130 -0.847

16
Properties=species:S:1:pos:R:3 method="wB97M-V/def2-TZVPD" smiles=Cn1c(Cl)c(Cl)[n+](C)c1Cl lumo_ev=-3.535 relative_energy_kj_mol=39.4 multiplicity=1 gap_ev=9.9230 total_charge=+1 e_homo_ha=-0.49456 energy_ha=-1683.92481
C -0.374 -2.485 -0.168
N 0.026 -1.098 0.200
C 1.362 -0.696 0.186
Cl 2.601 -1.891 0.002
C 1.341 0.672 0.205
Cl 2.557 1.857 0.057
N 0.019 1.108 0.161
C -0.587 2.378 -0.038
C -0.762 0.053 0.137
Cl -2.414 0.064 -0.029
H -0.152 -2.835 -1.202
H 0.127 -3.065 0.478
H -1.533 -2.466 0.098
H -1.652 2.356 -0.386
H -0.738 3.068 0.835
H 0.179 2.979 -0.535

32
Properties=species:S:1:pos:R:3 method="wB97M-V/def2-TZVPD" lumo_ev="-5.869 / -6.252" s_squared=0.759 multiplicity=2 gap_ev="5.8532 / 5.3455" total_charge=+1 e_homo_ha="-0.43077 / -0.42619" energy_ha=-3680.67376
N 3.652 1.246 0.565
C 2.553 0.280 0.490
C 1.301 0.831 1.146
C 0.009 0.341 0.517
C 0.012 -1.178 0.397
C -1.310 -1.830 -0.056
C -1.184 -2.810 -1.226
S -0.369 -2.165 -2.702
C -1.201 0.937 1.250
O -2.192 1.129 0.321
B -1.435 1.466 -0.895
N -1.606 2.959 -1.191
Br -2.326 0.699 -2.561
O -0.105 1.024 -0.727
H 4.516 0.755 0.361
H 3.542 1.908 -0.196
H 2.863 -0.637 0.974
H 2.342 0.014 -0.544
H 1.325 1.909 1.176
H 1.326 0.515 2.205
H 0.237 -1.578 1.402
H 0.815 -1.534 -0.227
H -1.702 -2.415 0.771
H -2.076 -1.113 -0.308
H -2.184 -3.031 -1.566
H -0.768 -3.753 -0.900
H 0.863 -1.898 -2.255
H -1.005 1.905 1.706
H -1.489 0.238 2.120
H -2.583 3.245 -1.225
H -1.124 3.252 -2.040
Ag -0.696 -0.711 3.219

35
Properties=species:S:1:pos:R:3 method="wB97M-V/def2-TZVPD" lumo_ev="0.433 / 1.272" s_squared=4.113 relative_energy_kj_mol=477.2 multiplicity=4 gap_ev="3.1656 / 4.1301" total_charge=-1 e_homo_ha="-0.10040 / -0.10504" energy_ha=-1468.08247
Ti 0.119 -0.177 0.497
C 5.860 -2.495 -1.022
C 5.015 -1.231 -1.104
C 5.860 -0.142 -1.774
O 3.827 -1.338 -1.863
H 6.310 -2.724 -1.988
H 5.313 -3.393 -0.733
H 6.665 -2.302 -0.313
H 4.881 -0.944 -0.061
H 5.305 0.789 -1.892
H 6.302 -0.496 -2.705
H 6.717 0.126 -1.157
C -5.095 1.437 -1.249
C -4.798 0.198 -2.155
C -5.652 0.304 -3.434
O -3.426 -0.056 -2.430
H -6.084 1.402 -0.793
H -5.141 2.335 -1.865
H -4.307 1.608 -0.515
H -5.227 -0.660 -1.638
H -6.711 0.235 -3.186
H -5.519 -0.575 -4.065
H -5.455 1.192 -4.034
C -1.732 -2.533 4.628
O -1.588 -2.887 3.215
H -2.730 -2.240 4.956
H -1.490 -3.407 5.232
H -1.099 -1.704 4.943
H -2.131 -3.665 3.066
C 1.283 3.922 2.063
O 0.263 3.168 2.729
H 0.903 4.581 1.282
H 1.880 4.592 2.682
H 2.007 3.214 1.658
H -0.324 3.867 3.028

32
Properties=species:S:1:pos:R:3 method="wB97M-V/def2-TZVPD" lumo_ev=0.587 relative_energy_kj_mol=1426.1 multiplicity=1 gap_ev=8.3261 total_charge=0 e_homo_ha=-0.28442 energy_ha=-3995.43349
Cl -1.637 1.448 -0.939
C -0.903 2.374 -2.264
C 0.209 1.692 -3.045
Cl -0.435 0.183 -3.743
H -0.598 3.327 -1.832
H -1.679 2.620 -2.989
H 1.082 1.483 -2.427
H 0.331 2.298 -3.943
Cl -0.326 -0.663 2.808
C -1.333 -2.017 3.344
C -1.590 -1.983 4.849
Cl -2.724 -0.665 5.284
H -0.707 -2.867 3.072
H -2.183 -2.121 2.669
H -0.677 -1.910 5.439
H -2.082 -2.899 5.177
Cl 1.765 1.737 -0.476
C 2.739 0.841 -1.525
C 1.832 -0.154 -2.382
Cl 3.027 -1.217 -3.178
H 3.316 0.126 -0.938
H 3.370 1.583 -2.014
H 1.149 0.266 -3.120
H 1.175 -0.784 -1.783
Cl -2.469 -0.830 -0.023
C -0.946 -0.684 0.852
C 0.188 0.008 0.093
Cl 1.667 0.076 1.046
H -0.637 -1.660 1.228
H -1.146 -0.160 1.786
H -0.092 1.032 -0.152
H 0.314 -0.480 -0.874

46
Properties=species:S:1:pos:R:3 method="wB97M-V/def2-TZVPD" lumo_ev=-2.465 relative_energy_kj_mol=100.8 multiplicity=1 gap_ev=8.0859 total_charge=+1 e_homo_ha=-0.38774 energy_ha=-974.48554
C -3.110 0.338 -2.883
C -2.013 -0.085 -1.912
C -1.023 1.048 -1.557
C 0.389 0.536 -1.348
C 1.394 1.015 -2.093
N 2.739 0.846 -1.844
N 0.496 -0.516 -0.383
N -2.620 -0.603 -0.636
H -4.110 0.026 -2.580
H -3.126 1.397 -3.131
H -2.982 -0.088 -3.881
H -1.444 -0.873 -2.380
H -1.038 1.856 -2.287
H -1.296 1.559 -0.623
H 1.138 1.699 -2.893
H 3.396 1.012 -2.583
H 2.934 0.130 -1.156
H 1.136 -1.256 -0.597
H -3.576 -0.846 -0.771
H 0.540 -0.147 0.559
H -2.015 -1.419 -0.298
H -2.494 0.093 0.103
H 1.987 -3.657 2.580
H 2.809 -3.200 1.386
O 2.036 -2.963 1.906
H -1.910 2.647 2.228
H -0.443 2.901 1.526
O -1.043 2.307 2.016
H 1.263 4.175 -0.003
H 1.071 2.672 -0.217
O 0.992 3.368 0.452
H 2.616 -0.224 2.750
H 2.403 1.167 2.271
O 3.109 0.510 2.359
H 4.317 -1.630 0.142
H 3.236 -0.955 0.919
O 3.362 -1.478 0.115
H -3.287 0.671 2.705
H -1.890 0.524 2.120
O -2.740 0.046 2.217
H -0.800 -2.893 0.667
H -0.298 -2.973 -0.700
O -1.129 -2.776 -0.241
H -0.309 -1.468 3.111
H 1.005 -1.547 2.252
O 0.328 -0.946 2.613

25
Properties=species:S:1:pos:R:3 method="wB97M-V/def2-TZVPD" lumo_ev="-3.435 / -8.827" s_squared=0.755 relative_energy_kj_mol=217.0 multiplicity=2 gap_ev="11.4514 / 6.0407" total_charge=+1 e_homo_ha="-0.54707 / -0.54637" energy_ha=-368.41087
C 1.816 -0.466 -0.311
C 0.946 0.388 0.633
C -0.066 1.332 -0.056
C -1.261 0.594 -0.672
C -1.249 -0.107 -2.039
C -2.609 1.276 -0.540
N 0.465 -0.399 1.733
H 1.160 -1.184 -0.786
H 2.766 -0.910 -0.064
H 2.089 0.220 -1.108
H 1.786 0.933 1.164
H -0.458 2.076 0.641
H 0.538 1.949 -0.738
H -1.213 -0.248 0.080
H -0.217 -0.474 -2.108
H -1.556 0.479 -2.904
H -1.926 -0.955 -2.114
H -2.607 2.277 -0.974
H -2.924 1.528 0.492
H -3.507 0.642 -0.656
H -0.283 -0.147 2.390
H 0.298 -1.398 1.561
H 2.315 -1.904 2.446
H 2.873 -2.773 1.480
O 2.820 -2.728 2.451